Formula: C3H5NO5
Source: the Open Molecules 2025 dataset
Level of theory: ωB97M-V with the def2-TZVPD basis set

Properties
* SMILES: CN([O-])C(=O)C([O-])(O)O
* HOMO-LUMO gap: 5.460 eV
* charge: -2
* ΔE to the lowest compared entry with this formula, charge and spin: 0.572 eV
* M: 135.08 Da
* DFT total energy: -548.13838 a.u.

Each line ends with the natural charge from an NBO analysis.
Cartesian coordinates (Å):
C (-1.311, -1.049, -0.749)  -0.470
N (-0.126, -0.378, -1.341)  -0.105
O (0.134, -0.565, -2.650)  -0.797
C (0.727, 0.271, -0.557)  0.498
O (1.675, 0.989, -0.991)  -0.768
C (0.628, 0.163, 0.975)  0.695
O (0.417, -0.969, 1.483)  -0.859
O (1.752, 0.847, 1.551)  -0.818
O (-0.484, 1.327, 1.187)  -0.910
H (-1.909, -0.250, -0.136)  0.206
H (-1.933, -1.402, -1.657)  0.181
H (-0.946, -1.851, -0.004)  0.236
H (1.967, 1.447, 0.682)  0.487
H (-0.589, 1.420, 2.206)  0.423